No. 1
# C8H20N3O

The ion C8H20N3O with charge +1 in a non-equilibrium geometry (ωB97M-V/def2-TZVPD, the Open Molecules 2025 dataset).

- Gap between HOMO and LUMO: 9.11 eV
- Structure (SMILES): [H]/N=[N+](\OC)N(CCC)C(C)(C)C
- ΔE to the lowest compared entry with this formula, charge and spin: 546.4 kJ/mol
- Charge: +1
- HOMO: -0.4866 Ha

Positions of all 32 atoms, in Å:
C: 0.3258 -3.6159 0.2803
C: 2.3028 0.5203 -0.0900
C: 0.8719 2.1786 -1.2116
C: 0.9108 2.1707 1.1956
C: -3.7312 0.1048 -0.0125
C: -0.1085 -2.2109 -0.4351
C: -0.0368 -1.1801 0.7050
C: 0.9875 1.1795 0.0416
N: -1.5566 1.8574 -0.2918
N: -0.0419 0.2530 0.2426
N: -1.3902 0.6710 -0.0319
O: -2.3073 -0.2696 0.1346
H: 1.3788 -3.7327 0.2926
H: 0.1224 -3.4284 1.3204
H: -0.2471 -4.4886 0.0538
H: 2.7165 -0.0461 0.7557
H: 2.2870 -0.1507 -0.9113
H: 3.0328 1.1831 -0.4372
H: 1.7735 2.5875 -1.4098
H: 0.2537 3.0331 -1.1711
H: 0.4904 1.5870 -2.0520
H: 0.0512 2.6951 1.0332
H: 1.1168 1.6018 2.0787
H: 1.7313 2.7859 0.9720
H: -4.1579 -0.9114 -0.0268
H: -4.0244 0.7097 -0.9033
H: -4.1284 0.4985 0.9461
H: -1.1608 -2.5248 -0.8372
H: 0.6916 -2.0177 -1.1991
H: -0.8435 -1.4194 1.2998
H: 0.9251 -1.3850 1.3013
H: -2.4240 2.2425 -0.5260

Forces on the atoms, in the same order (eV/Å):
-0.8 2.6 0.4
0.5 -1.9 0.4
-2.6 -3.4 -0.2
2.5 -2.2 -0.5
-0.6 -0.7 0.8
0.4 -3.1 -0.1
3.3 -0.1 -1.7
0.5 4.3 -0.4
1.8 -0.5 0.4
-6.2 -3.0 -0.6
3.0 1.6 0.6
-0.8 -0.3 -0.4
1.0 -0.5 -0.6
-0.3 -0.2 0.8
-0.1 -0.4 -0.8
-0.4 0.4 0.1
-0.3 -1.1 -0.8
1.1 1.4 0.1
3.3 0.6 -0.7
-1.0 0.6 0.8
0.4 0.2 -0.3
-2.3 1.4 0.8
-0.5 0.3 1.1
1.1 1.3 0.3
0.1 0.5 -0.6
0.7 -0.6 0.6
0.7 0.4 -0.6
1.9 1.6 0.4
-1.3 0.0 0.3
-1.6 0.3 1.7
-1.4 0.7 -1.0
-2.1 -0.2 -0.3

No. 2
# C4H6BrCl2NO2

A cluster of 2 separate species, C4H6BrCl2NO2 in total in a non-equilibrium geometry (ωB97M-V/def2-TZVPD, the Open Molecules 2025 dataset).

- Gap between HOMO and LUMO: 8.09 eV
- ΔE to the lowest compared entry with this formula, charge and spin: 220.6 kJ/mol
- HOMO: -0.3448 Ha

Positions of all 16 atoms, in Å:
C: -0.4028 -0.0438 -1.3282
C: 0.5320 0.2057 -0.1921
C: 1.6835 -0.7442 -0.2300
C: 3.5106 0.6121 0.2360
N: 1.8554 -1.5620 0.9558
O: 2.5097 -2.5925 0.9316
O: 1.3907 -1.0793 1.9937
Cl: 3.9445 0.4285 1.8504
Cl: 2.9692 2.2216 -0.3242
Br: 4.6813 -0.2704 -1.0022
H: 0.2850 -0.4463 -2.1701
H: -0.7725 1.0039 -1.6002
H: -1.2001 -0.7121 -0.8970
H: 0.1232 0.3293 0.8759
H: 0.9128 1.2580 -0.3917
H: 2.1203 -1.1377 -1.1226

Forces on the atoms, in the same order (eV/Å):
-0.4 0.5 -0.6
1.3 1.8 1.4
1.5 2.5 2.3
-2.2 -1.2 -1.8
-0.1 0.4 1.0
-0.1 0.3 -0.6
0.2 -0.6 -0.4
0.0 0.3 0.3
0.8 -1.1 0.7
0.3 0.4 0.1
-2.0 0.4 1.0
-0.2 -1.9 -0.1
0.5 0.4 -1.5
0.3 -0.7 -1.8
0.1 -1.3 0.3
-0.1 -0.4 -0.3

No. 3
# C33H29N9O4SScSe

A structure of composition C33H29N9O4SScSe in a non-equilibrium geometry (ωB97M-V/def2-TZVPD, the Open Molecules 2025 dataset).

- Gap between HOMO and LUMO: 8.30 eV
- ΔE to the lowest compared entry with this formula, charge and spin: 0.0 kJ/mol
- Charge: +1
- HOMO: -0.4124 Ha

Positions of all 78 atoms, in Å:
Sc: 0.5768 -0.0138 -0.4186
C: -0.5911 -3.2934 -1.2033
N: -1.2401 -1.9933 -1.0032
C: -1.7913 -1.5014 -2.2689
C: -0.6841 -1.1644 -3.2336
C: -0.9165 -1.0672 -4.5970
C: 0.1500 -0.7802 -5.4328
C: 1.4152 -0.6312 -4.8825
C: 1.5566 -0.7357 -3.5111
N: 0.5238 -0.9796 -2.6989
C: -2.2816 -2.1003 0.0138
C: -2.7034 -0.7734 0.5882
C: -3.7285 -0.7277 1.5265
C: -4.1702 0.5030 1.9743
C: -3.5933 1.6476 1.4406
C: -2.5633 1.5024 0.5318
N: -2.0946 0.3167 0.1333
C: 0.7097 -3.4387 -0.4574
C: 1.0845 -4.6715 0.0527
C: 2.3480 -4.8151 0.6071
C: 3.1995 -3.7257 0.5984
C: 2.7417 -2.5209 0.0877
N: 1.5060 -2.3641 -0.4061
H: -1.2626 -4.1176 -0.9438
H: -0.3475 -3.4055 -2.2616
H: -2.4628 -2.2412 -2.7259
H: -2.3710 -0.5999 -2.0689
H: -1.9132 -1.2137 -4.9925
H: -0.0015 -0.6936 -6.5009
H: 2.2763 -0.4370 -5.5065
H: 2.5204 -0.6118 -3.0320
H: -3.1777 -2.5930 -0.3925
H: -1.9213 -2.7336 0.8258
H: -4.1711 -1.6472 1.8896
H: -4.9661 0.5692 2.7041
H: -3.9369 2.6331 1.7226
H: -2.0872 2.3678 0.0912
H: 0.4006 -5.5089 0.0049
H: 2.6584 -5.7657 1.0202
H: 4.2053 -3.7997 0.9868
H: 3.3801 -1.6496 0.0667
Se: 0.0159 2.8541 7.0903
N: -0.1137 1.2243 6.4388
C: 0.0149 1.3129 5.1386
C: -0.0115 0.1783 4.2411
C: -0.0427 -1.1302 4.7217
C: -0.0107 -2.1654 3.8183
C: 0.0120 -1.8563 2.4643
N: 0.0077 -0.6223 1.9802
C: 0.0367 0.4020 2.8543
C: 0.1853 1.7619 2.3257
N: 0.2145 1.9211 0.9868
C: 0.4897 3.1246 0.5076
C: 0.6931 4.2502 1.3027
C: 0.6074 4.1138 2.6608
C: 0.3400 2.8484 3.1939
C: 0.2113 2.6378 4.6191
N: 0.2388 3.5969 5.5107
H: -0.0740 -1.2932 5.7907
H: 0.0019 -3.1978 4.1376
H: 0.0444 -2.6583 1.7389
H: 0.5200 3.2121 -0.5671
H: 0.9385 5.1951 0.8402
H: 0.7464 4.9488 3.3340
C: 1.4121 3.4599 -3.9139
C: -0.0925 3.4785 -3.5853
C: -0.4576 2.3564 -2.7393
N: -0.7413 1.4699 -2.0659
H: 1.6950 4.4035 -4.3749
H: 1.6368 2.6488 -4.6051
H: 2.0058 3.3036 -3.0169
H: -0.6875 3.4430 -4.4983
H: -0.3598 4.3949 -3.0549
O: 4.1012 0.4016 -0.8379
S: 2.9466 1.0715 -0.3101
O: 2.2135 0.1686 0.6791
O: 1.8368 1.1340 -1.3765
O: 3.1490 2.3830 0.2425

Forces on the atoms, in the same order (eV/Å):
-2.8 -1.6 0.1
0.2 0.0 0.0
0.1 0.3 0.2
0.0 0.1 0.0
0.0 -0.2 0.0
0.0 0.0 0.0
0.0 0.0 0.1
0.0 0.0 0.0
0.0 0.0 0.0
-0.1 0.4 -0.2
0.0 0.0 0.1
-0.1 0.1 0.0
0.0 0.0 0.0
0.0 -0.1 0.0
0.0 0.0 0.0
-0.1 0.0 0.0
0.0 -0.2 0.2
0.0 -0.1 -0.1
0.0 0.0 0.0
-0.1 0.0 0.0
0.0 -0.1 0.0
0.0 -0.1 0.0
0.1 0.2 0.4
0.0 0.0 0.0
0.0 0.0 0.0
0.0 0.0 0.0
0.0 0.0 0.0
0.0 0.0 0.0
0.0 0.0 0.0
0.0 0.0 0.0
0.0 0.1 0.0
0.0 -0.1 0.0
0.0 0.0 0.0
0.0 0.0 0.0
0.0 0.0 0.0
0.0 0.0 0.0
0.0 0.0 0.0
0.0 0.0 0.0
0.0 0.0 0.0
0.0 0.0 0.0
0.0 0.0 0.1
0.0 0.2 0.5
0.0 -0.5 -0.2
0.0 0.4 0.2
0.0 -0.2 -0.3
0.0 0.1 0.0
-0.1 0.0 0.1
-0.1 -0.1 -0.1
0.3 0.1 -0.2
-0.1 -0.3 0.2
0.0 0.3 0.0
0.4 0.0 0.0
-0.3 0.1 0.1
0.0 0.0 -0.1
-0.1 -0.1 0.1
0.0 0.0 -0.4
-0.1 -0.1 0.4
0.1 0.2 -0.5
0.0 0.0 0.0
0.0 0.0 0.0
0.0 0.0 0.0
0.2 0.0 0.0
0.0 0.0 0.0
0.0 0.0 0.0
-0.1 -0.1 0.0
0.4 0.2 -0.1
-0.5 -0.3 0.0
0.3 0.4 -0.1
0.0 0.0 0.0
0.0 0.0 0.0
0.0 0.0 0.1
-0.1 0.0 0.0
0.0 0.0 0.0
0.0 -0.1 -0.1
1.3 0.8 0.1
0.7 0.0 0.4
0.6 0.5 -0.5
0.0 -0.1 0.0